No. 1
# C21H19N3O3

A 2-piece molecular cluster, C21H19N3O3 overall (the ωB97M-V functional and the def2-TZVPD basis, OMol25).

The HOMO-LUMO gap is 0.194 hartree. Its spin multiplicity is 1. Its HOMO energy is -0.267 Eh. The value obtained for the lowest unoccupied orbital energy is -2.0036 eV.

Geometry as XYZ:
```
46
Properties=species:S:1:pos:R:3:forces:R:3
C -2.55064 -0.42365 1.78396 -0.269 0.485 0.340
C -1.47753 -1.20785 1.16277 0.057 -0.943 -1.296
N -1.62497 -2.51808 0.84769 -0.130 1.210 0.658
C -2.85186 -3.27521 1.02316 -0.258 -0.058 0.122
C -0.45247 -3.02764 0.28084 0.645 0.448 -0.404
C 0.48123 -1.96788 0.20649 -0.190 -0.632 0.126
C 1.70810 -2.20376 -0.40336 0.156 -0.404 -0.130
C 1.99403 -3.48994 -0.88512 -0.293 0.230 0.073
C 1.04776 -4.52669 -0.80375 -0.157 0.318 0.266
C -0.20242 -4.30214 -0.20969 0.305 0.098 -0.104
C -0.17370 -0.77715 0.76267 0.469 0.279 -0.150
C 0.30842 0.53409 0.78410 -0.489 -0.832 1.360
C 1.70737 0.87968 0.88674 1.146 0.333 -0.155
C 2.67335 0.02847 1.48966 -0.211 0.010 -0.291
C 4.03105 0.33205 1.42393 -0.256 0.001 0.078
C 4.47033 1.48204 0.75246 -0.424 0.006 -0.059
C 3.52899 2.37737 0.23480 0.258 -0.071 0.270
C 2.17558 2.11321 0.37410 -0.652 -0.245 -0.088
H -2.11770 0.51787 2.13511 -0.283 -0.139 -0.017
H -3.33962 -0.18231 1.05565 0.265 -0.122 0.052
H -2.99995 -0.94679 2.64153 0.150 0.123 -0.244
H -2.69160 -4.27777 0.62379 -0.145 0.207 0.128
H -3.12377 -3.34736 2.08404 0.136 -0.014 -0.234
H -3.68174 -2.80039 0.48306 0.299 -0.094 0.077
H 2.42728 -1.39169 -0.48173 -0.057 -0.353 -0.111
H 2.96841 -3.68678 -1.33431 -0.320 0.071 0.075
H 1.28836 -5.50822 -1.21198 -0.083 0.256 0.166
H -0.96018 -5.07789 -0.12845 0.294 0.029 -0.158
H -0.42263 1.34381 0.81003 0.208 -0.133 0.216
H 2.33058 -0.87422 2.00063 0.191 0.230 -0.185
H 4.75207 -0.34098 1.88865 -0.189 0.191 -0.115
H 5.53538 1.68654 0.64870 -0.248 -0.070 0.056
H 3.83791 3.28978 -0.27679 -0.085 -0.248 0.214
H 1.44893 2.83597 0.01029 0.264 -0.140 -0.183
C -0.73606 2.20795 -1.33023 -0.452 0.450 -0.661
C -2.11653 1.88334 -1.44832 0.333 -0.019 -0.011
O -2.62946 0.76132 -1.30022 0.057 0.128 0.210
N -2.97365 2.95672 -1.76366 -0.280 0.722 -0.053
C -2.62780 4.28936 -1.98793 0.735 -0.771 0.195
O -3.43148 5.17609 -2.20985 0.239 -0.367 0.044
N -1.25296 4.48201 -1.93211 -0.832 0.187 -0.035
C -0.26919 3.51380 -1.66729 0.433 -0.062 0.066
O 0.91550 3.88792 -1.72736 -0.510 -0.169 0.029
H -0.02288 1.39703 -1.31794 -0.066 0.103 -0.243
H -3.96112 2.75750 -1.84224 0.136 -0.106 0.064
H -0.93871 5.42048 -2.13252 0.101 -0.122 0.041
```
Forces are in eV/Å.

Atomic partial charges in e from the Mulliken method, atoms 1 to 5:
1 C -1.93
2 C 0.36
3 N 0.31
4 C -0.94
5 C 0.06

---

No. 2
# C3N4O3

A 2-piece molecular cluster, C3N4O3 overall (the ωB97M-V functional and the def2-TZVPD basis, OMol25).

The HOMO-LUMO gap is 0.351 hartree. Its spin multiplicity is 1. Its HOMO energy is -0.421 Eh. As for the SMILES: O=[N+]([O-])C#[N+][O-].N#CC#N. The value obtained for the lowest unoccupied orbital energy is -1.9221 eV.

Geometry as XYZ:
```
10
Properties=species:S:1:pos:R:3:forces:R:3
C -1.34383 -0.05920 0.82071 -0.899 1.031 3.289
C -1.68853 -0.95726 -0.14972 -1.806 -2.549 -1.630
C 0.91121 0.01327 -0.47844 -0.136 -1.048 -0.070
N -1.38128 0.49161 1.84883 0.453 -0.835 -1.655
N -2.22090 -1.82456 -0.72602 1.386 1.770 0.713
N 1.55538 -0.91967 -0.18694 -1.081 0.206 -0.488
N 0.75516 1.38134 -0.39835 0.086 2.486 0.273
O 1.81831 1.96461 -0.44929 0.209 0.443 -0.049
O -0.33993 1.92077 -0.27153 1.022 -0.941 -0.717
O 1.93441 -2.01092 -0.00926 0.765 -0.564 0.334
```
Forces are in eV/Å.

Atomic partial charges in e from the Mulliken method, atoms 1 to 5:
1 C 0.36
2 C 0.38
3 C -0.05
4 N -0.35
5 N -0.35

---

No. 3
# C3H6N4O3

One molecule with the formula C3H6N4O3 (the ωB97M-V functional and the def2-TZVPD basis, OMol25).

The HOMO-LUMO gap (alpha / beta) is 0.301 / 0.301 hartree. Its spin multiplicity is 1. Its HOMO energy (alpha / beta) is -0.321 / -0.321 Eh. As for the SMILES: CN(C=O)/N=[N+](\[O-])NC=O. The value obtained for the lowest unoccupied orbital energy (alpha / beta) is -0.5471 / -0.5487 eV.

Geometry as XYZ:
```
16
Properties=species:S:1:pos:R:3:forces:R:3
C -1.47653 -2.54172 -1.47455 2.738 0.094 1.554
C 0.19108 1.14121 2.17871 2.428 0.890 -0.356
C 1.52107 1.61053 0.20162 2.275 0.230 0.615
N -0.64055 0.34027 0.21758 0.417 -2.830 -3.092
N -1.39518 -1.09260 -1.33784 -4.340 -1.028 -1.854
N 0.40693 0.98705 0.82925 -1.394 -0.806 -0.372
N -0.29614 -0.52043 -0.83681 1.043 4.162 5.072
O 0.81692 -0.65131 -1.32367 -0.606 -0.599 -0.161
O -0.64038 -3.22727 -0.92346 -1.165 0.684 -0.855
O 0.98644 1.69881 2.89580 0.267 0.407 0.221
H -2.21838 -3.01037 -2.13458 -0.397 0.888 0.112
H -0.64388 0.69680 2.59876 -2.180 -1.098 0.243
H 2.29871 0.90026 -0.01715 0.177 -0.827 -0.218
H 1.36324 2.07217 -0.78490 -0.525 0.524 0.881
H 2.03308 2.14697 1.06161 -0.977 0.410 -1.460
H -2.30642 -0.55035 -1.15037 2.238 -1.101 -0.331
```
Forces are in eV/Å.

Atomic partial charges in e from the Mulliken method, atoms 1 to 5:
1 C 0.06
2 C 0.06
3 C -0.89
4 N -0.80
5 N -0.46

---

No. 4
# C5H8O2

C5H8O2 as an isolated structure (the ωB97M-V functional and the def2-TZVPD basis, OMol25).

The HOMO-LUMO gap is 0.385 hartree. Its spin multiplicity is 1. Its HOMO energy is -0.352 Eh. The value obtained for the lowest unoccupied orbital energy is 0.9171 eV.

Geometry as XYZ:
```
15
Properties=species:S:1:pos:R:3:forces:R:3
O -0.36573 1.69028 -1.44870 1.226 -0.442 0.196
C -0.09501 0.76581 -0.71459 0.928 0.718 -0.487
C 0.88730 -0.32335 -1.02715 0.326 -0.164 -0.062
C 1.08756 -0.77202 0.42145 0.268 -0.339 -0.082
C -0.33511 -1.00036 0.96176 -0.130 -0.061 -0.111
C -0.33020 0.52703 0.79676 -0.206 0.327 -0.060
O 1.09696 0.51398 1.11661 0.139 0.068 0.105
H -1.84934 1.56030 -0.89087 -2.568 -1.469 1.169
H -2.27649 0.94147 -0.55645 -0.356 1.485 -0.501
H 0.47502 -1.06960 -1.71367 0.066 0.067 0.126
H 1.75165 0.16412 -1.47517 0.210 -0.298 0.021
H 1.94002 -1.40736 0.65564 -0.150 0.026 0.046
H -1.04717 -1.59819 0.38713 0.125 0.066 0.025
H -0.32341 -1.28395 2.01802 -0.038 0.109 -0.221
H -0.93546 1.22218 1.37608 0.161 -0.091 -0.162
```
Forces are in eV/Å.

Atomic partial charges in e from the Mulliken method, atoms 1 to 5:
1 O -0.52
2 C 0.21
3 C -0.66
4 C -0.10
5 C -0.50

---

No. 5
# C32H20BClF2IN6O3SY

C32H20BClF2IN6O3SY as an isolated structure (the ωB97M-V functional and the def2-TZVPD basis, OMol25).

The HOMO-LUMO gap is 0.175 hartree. Its spin multiplicity is 1. Its HOMO energy is -0.041 Eh. Its net charge is -2. The value obtained for the lowest unoccupied orbital energy is 3.6648 eV.

Geometry as XYZ:
```
68
Properties=species:S:1:pos:R:3:forces:R:3
Y -0.50204 -0.62744 0.13611 -0.577 -0.015 0.744
O -3.36830 -4.21764 0.44760 0.087 1.209 -0.650
C -2.46603 -3.35592 0.34590 1.344 -0.486 0.298
N -2.33070 -2.16761 -0.27054 -0.310 -1.428 0.131
C -3.35077 -1.72170 -1.12237 -0.822 -1.308 1.584
C -4.67914 -2.17339 -1.04498 0.154 0.465 -1.170
C -5.61789 -1.62895 -1.91606 0.333 -0.116 0.749
C -5.24877 -0.61658 -2.77111 -0.535 -0.505 0.272
C -3.96472 -0.16189 -2.77563 0.137 1.493 -1.643
C -3.01703 -0.71697 -1.99785 2.366 0.082 0.706
N -1.68317 -0.23277 -1.88428 0.165 1.213 -0.756
C -1.07912 0.35320 -2.93732 -0.462 -2.061 -1.742
O -1.29681 0.14310 -4.17029 -0.268 0.827 1.482
C 0.13743 1.18081 -2.65020 0.411 0.691 -0.014
C 0.73354 1.94419 -3.66995 1.039 -0.145 1.571
C 1.87230 2.69182 -3.35321 0.394 0.022 -1.278
C 2.31850 2.68670 -2.05501 0.838 1.075 0.877
C 1.67103 1.91761 -1.10029 0.406 -0.446 -1.329
N 0.62634 1.14011 -1.41875 0.382 0.241 0.892
C -1.15196 -3.77218 1.10248 -2.930 -0.248 -0.187
C -1.32663 -4.84168 1.97785 0.767 0.784 -0.376
C -0.26867 -5.21835 2.74268 -0.207 0.638 -0.321
C 0.86577 -4.41410 2.70533 0.951 -0.790 0.176
C 0.91578 -3.29357 1.90434 -1.310 -0.717 -0.340
N -0.10269 -3.02994 1.04350 1.820 1.416 0.897
H -4.95304 -2.98374 -0.41769 0.006 -0.316 0.617
H -6.64853 -1.92279 -1.83719 -0.322 -0.269 -0.138
H -5.98564 -0.23458 -3.41833 -0.707 0.739 -0.774
H -3.62448 0.65414 -3.40552 -0.347 -0.076 -0.184
H 0.36506 1.79063 -4.63449 -0.547 0.057 -1.367
H 2.56325 3.20852 -4.08866 -1.436 -0.561 0.553
H 3.20104 3.32708 -1.78546 -0.920 -0.899 -0.107
H 2.17225 1.79992 -0.16453 -0.416 0.028 0.720
H -2.31883 -5.17355 2.02612 -1.009 -1.021 0.082
H -0.37168 -6.03831 3.41006 0.231 -0.620 0.549
H 1.71586 -4.79408 3.26806 0.075 0.710 0.127
H 1.66871 -2.54530 1.99828 0.623 0.071 -0.135
S -1.60521 1.66286 1.06828 0.095 0.859 0.058
C -1.00235 3.10164 0.27954 -0.085 0.903 -1.087
C -1.38183 3.41661 -1.11154 -0.480 0.893 1.333
C -1.16435 4.67869 -1.61931 0.174 -0.694 -0.175
C -0.36727 5.54105 -0.84499 0.028 1.418 -1.257
C 0.04780 5.19242 0.38915 -0.530 -2.263 1.343
N -0.27125 3.98103 0.99873 0.053 1.087 -1.145
H -2.06482 2.77392 -1.63937 0.087 -0.534 0.040
H -1.60054 4.98165 -2.60210 0.564 -0.277 0.896
H -0.05757 6.52707 -1.21241 -0.305 -0.300 0.002
H 0.59873 5.90461 0.98865 0.208 -0.118 0.152
Cl 6.62873 -0.24265 2.33658 -0.866 -0.414 -0.276
C 5.01190 -0.73371 1.68170 1.088 -0.260 0.136
C 4.94943 -1.78023 0.76322 2.088 2.293 1.521
C 3.81172 -1.97679 0.05632 -0.258 -1.148 -0.727
I 3.91748 -3.50819 -1.32111 -0.362 -0.357 -0.509
C 2.64422 -1.25757 0.24816 0.626 0.348 0.156
O 1.59849 -1.40769 -0.40453 -1.292 -0.388 -1.055
C 2.70811 -0.27205 1.28374 -0.077 0.610 1.850
N 1.53977 0.34801 1.58958 -0.594 0.395 0.191
C 1.48832 1.27657 2.53252 -1.303 0.865 -0.882
C 2.64774 1.72424 3.17631 -0.127 0.635 0.923
C 3.82868 1.16985 2.84585 2.106 0.017 0.657
C 3.88650 0.03187 2.01990 -0.116 -0.077 -1.427
H 5.90654 -2.22005 0.49932 -0.331 -0.360 0.066
H 0.54052 1.90271 2.62594 0.944 -1.438 -0.030
H 2.62666 2.49402 3.96738 -0.231 -0.225 -0.818
H 4.79014 1.61196 3.20838 -0.944 -0.662 -0.064
F -0.70531 -0.86236 3.80310 0.377 0.046 0.688
B -1.58770 -0.57831 2.80655 -0.186 -0.700 -1.004
F -2.83347 -0.43597 3.36789 0.244 0.117 -0.072
```
Forces are in eV/Å.

Atomic partial charges in e from the Mulliken method, atoms 1 to 5:
1 Y 0.62
2 O -0.84
3 C 0.35
4 N 0.18
5 C 0.34

---

No. 6
# C2H3N4

An isolated ion of composition C2H3N4 and charge +1 (the ωB97M-V functional and the def2-TZVPD basis, OMol25).

The HOMO-LUMO gap (alpha / beta) is 0.293 / 0.297 hartree. Its spin multiplicity is 1. Its HOMO energy (alpha / beta) is -0.559 / -0.536 Eh. Its net charge is +1. The value obtained for the lowest unoccupied orbital energy (alpha / beta) is -7.2216 / -6.4991 eV.

Geometry as XYZ:
```
9
Properties=species:S:1:pos:R:3:forces:R:3
C -2.44554 -0.02355 -1.60584 -1.622 -0.087 0.938
C -0.98856 0.27521 -0.01172 -0.101 -0.536 -1.377
N -2.18055 0.34206 -0.39418 0.043 0.526 0.583
N -1.45826 0.03237 -2.45306 1.383 -0.125 -1.946
N -0.37660 -0.26625 -1.91428 -0.269 -0.095 1.714
N -0.24597 0.21043 1.02262 0.768 -0.139 0.581
H 0.45588 -0.37895 -2.48628 0.079 0.349 -0.238
H -0.60419 0.33913 1.97102 -0.102 -0.114 -0.286
H 0.74315 -0.00423 0.92006 -0.179 0.221 0.031
```
Forces are in eV/Å.

Atomic partial charges in e from the Mulliken method, atoms 1 to 5:
1 C 0.36
2 C 0.58
3 N -0.20
4 N -0.16
5 N -0.15

---

Relative energy (zero: lowest compared OMol25 entry of this formula, charge and spin), respectively: 130.61, 44.06, 528.99, 373.11, 16.09, 184.24 kJ/mol.